Record 1
DFT (the ωB97M-V functional and the def2-TZVPD basis) results for a structure of composition C8H12InO6 at a distorted geometry.

Cartesian coordinates (Å):
In (0.131, 1.053, 2.404)
C (2.510, 4.843, -2.176)
C (0.989, 4.500, -2.092)
C (0.414, 3.529, -3.085)
O (-0.429, 2.708, -2.265)
C (-0.227, 2.970, -0.993)
O (-0.588, 2.295, -0.063)
O (0.671, 3.987, -0.842)
H (2.810, 5.342, -3.098)
H (3.080, 3.905, -2.201)
H (2.845, 5.431, -1.325)
H (0.475, 5.502, -2.089)
H (1.082, 2.933, -3.719)
H (-0.097, 4.168, -3.833)
C (0.075, -4.884, 1.133)
C (-1.273, -4.127, 1.304)
C (-1.996, -4.539, 2.595)
O (-2.039, -3.395, 3.370)
C (-1.293, -2.401, 2.801)
O (-0.994, -1.407, 3.408)
O (-0.962, -2.739, 1.578)
H (0.594, -4.494, 0.260)
H (-0.153, -5.948, 1.094)
H (0.702, -4.694, 2.007)
H (-1.898, -4.265, 0.412)
H (-1.404, -5.375, 3.010)
H (-3.026, -4.899, 2.406)

Properties
Total charge   +3
Gap between HOMO and LUMO   1.81 eV
M   319.00 g mol⁻¹

Löwdin atomic charge list, values in e, 8 entries: 1.380, 0.079, -0.232, 0.015, 0.188, -0.476, 0.040, 0.208

***

Record 2
DFT (the ωB97M-V functional and the def2-TZVPD basis) results for a structure of composition C12H33LiN3O3 at a distorted geometry.

Cartesian coordinates (Å):
Li (-0.376, -0.461, -1.122)
C (-5.138, 0.855, -2.914)
C (-3.735, 0.808, -2.244)
C (-3.730, 1.576, -0.896)
O (-2.434, 1.653, -0.389)
C (-2.382, 2.425, 0.817)
N (-3.355, -0.528, -1.931)
H (-5.455, 1.879, -3.109)
H (-5.769, 0.369, -2.169)
H (-5.141, 0.306, -3.855)
H (-2.952, 1.306, -2.816)
H (-4.428, 1.211, -0.143)
H (-4.030, 2.618, -1.005)
H (-3.241, 3.040, 1.084)
H (-1.642, 3.220, 0.719)
H (-2.151, 1.678, 1.576)
H (-3.366, -1.174, -2.708)
H (-4.105, -0.925, -1.382)
C (2.337, -3.515, 2.170)
C (1.193, -2.770, 2.898)
C (1.615, -1.782, 4.008)
O (0.355, -1.321, 4.647)
C (0.478, -0.393, 5.685)
N (0.294, -2.308, 1.862)
H (1.856, -4.212, 1.483)
H (2.848, -4.128, 2.912)
H (3.073, -2.976, 1.572)
H (0.605, -3.538, 3.401)
H (2.255, -0.990, 3.619)
H (2.214, -2.270, 4.778)
H (-0.466, 0.065, 5.982)
H (0.862, 0.566, 5.339)
H (1.008, -0.769, 6.560)
H (0.187, -3.147, 1.310)
H (-0.562, -2.110, 2.359)
C (1.857, 1.702, -3.760)
C (2.507, 0.375, -3.212)
C (3.315, 0.582, -1.841)
O (2.404, 1.059, -0.902)
C (3.094, 1.734, 0.118)
N (1.379, -0.586, -3.150)
H (2.624, 2.468, -3.875)
H (1.050, 2.108, -3.151)
H (1.399, 1.645, -4.748)
H (3.238, -0.033, -3.910)
H (4.149, 1.247, -2.069)
H (3.775, -0.375, -1.594)
H (2.358, 2.088, 0.840)
H (3.670, 2.600, -0.207)
H (3.827, 1.063, 0.566)
H (1.817, -1.494, -3.223)
H (0.814, -0.440, -3.974)

Properties
Total charge   +1
Gap between HOMO and LUMO   9.32 eV
M   274.35 g mol⁻¹

Löwdin atomic charge list, values in e, 8 entries: 0.753, -0.036, -0.433, -0.236, -0.219, -0.079, 0.020, 0.082

***

Record 3
DFT (the ωB97M-V functional and the def2-TZVPD basis) results for a structure of composition C19H44B2NO26 at a distorted geometry.

Cartesian coordinates (Å):
C (-3.326, 3.817, 0.309)
C (-2.277, 3.206, -0.639)
C (-1.004, 4.114, -0.743)
C (-0.103, 3.695, -1.716)
N (1.360, 4.019, -1.593)
C (2.151, 3.486, -2.761)
C (2.891, 2.118, -2.476)
C (2.527, 1.845, -1.055)
C (1.914, 3.168, -0.468)
C (1.518, 5.464, -1.475)
C (1.115, 6.295, -2.806)
C (1.132, 7.768, -2.703)
H (-3.981, 3.005, 0.138)
H (-3.580, 4.869, -0.065)
H (-3.090, 3.649, 1.384)
H (-2.829, 3.311, -1.462)
H (-2.123, 2.153, -0.181)
H (-0.542, 4.116, 0.211)
H (-1.261, 5.179, -0.868)
H (-0.525, 3.868, -2.752)
H (-0.203, 2.480, -1.647)
H (2.997, 4.243, -3.005)
H (1.462, 3.524, -3.602)
H (3.761, 2.186, -2.625)
H (2.439, 1.646, -3.232)
H (3.409, 1.532, -0.542)
H (1.912, 0.980, -1.039)
H (2.609, 3.794, 0.026)
H (0.952, 3.091, 0.223)
H (2.574, 5.644, -1.285)
H (0.952, 5.862, -0.530)
H (0.129, 5.973, -3.012)
H (1.585, 6.136, -3.821)
H (0.782, 8.245, -3.438)
H (2.150, 7.894, -2.581)
H (0.556, 8.454, -1.934)
O (-2.758, -0.034, 1.343)
C (-1.657, -0.570, 1.602)
O (-1.610, -1.654, 2.253)
B (-0.638, -2.479, 1.424)
O (0.000, -1.502, 0.558)
C (-0.594, -0.521, 0.617)
O (-0.279, 0.378, -0.061)
O (-1.286, -3.557, 0.707)
C (-0.690, -4.689, 0.950)
O (-1.225, -5.754, 0.766)
C (0.248, -4.381, 1.848)
O (0.305, -3.184, 2.325)
O (1.168, -5.204, 2.086)
O (1.745, -1.729, -3.050)
C (2.210, -2.107, -2.009)
O (3.059, -1.389, -1.405)
B (3.154, -1.946, -0.095)
O (2.239, -3.175, -0.123)
C (1.788, -3.262, -1.210)
O (1.120, -4.225, -1.605)
O (2.862, -1.001, 0.970)
C (4.020, -0.646, 1.503)
O (4.060, 0.203, 2.412)
C (5.079, -1.435, 0.940)
O (4.553, -2.303, 0.156)
O (6.213, -1.043, 0.934)
O (0.533, -2.810, 5.235)
H (1.422, -2.530, 5.422)
H (0.279, -2.716, 4.327)
O (-4.109, -3.804, 0.119)
H (-3.156, -3.615, 0.193)
H (-4.264, -3.483, -0.835)
O (-4.954, 1.169, -1.123)
H (-5.172, 0.749, -2.035)
H (-5.053, 0.502, -0.454)
O (-4.886, -1.512, 3.194)
H (-5.586, -1.460, 3.839)
H (-4.022, -1.300, 3.474)
O (1.924, -7.716, 1.337)
H (1.039, -8.139, 1.534)
H (1.692, -6.721, 1.632)
O (-4.117, 1.968, 2.895)
H (-3.712, 1.389, 2.156)
H (-5.138, 1.956, 2.538)
O (-3.650, -6.530, -0.423)
H (-2.702, -6.306, -0.292)
H (-4.119, -5.678, -0.154)
O (3.566, -3.978, 3.149)
H (3.330, -3.147, 3.588)
H (2.782, -4.427, 3.013)
O (-0.238, -0.008, -2.674)
H (0.506, -0.441, -3.017)
H (-0.115, 0.574, -1.830)
O (-0.800, -8.653, 1.396)
H (-1.365, -7.910, 1.471)
H (-1.018, -9.041, 2.282)

Properties
Total charge   -1
Gap between HOMO and LUMO   8.06 eV
M   724.17 g mol⁻¹

Löwdin atomic charge list, values in e, 8 entries: -0.110, -0.206, -0.244, -0.200, -0.247, -0.050, -0.071, -0.080

***

Record 4
DFT (the ωB97M-V functional and the def2-TZVPD basis) results for an isolated molecule of C3H6N4O at a distorted geometry.

Cartesian coordinates (Å):
C (-0.623, 0.517, -0.127)
C (0.230, 1.542, 0.126)
C (1.397, 0.923, -0.089)
H (-3.187, -0.663, 0.778)
H (-1.591, -1.467, 0.374)
H (-0.039, 2.354, 0.680)
H (2.507, 1.324, 0.078)
H (2.531, -1.379, -0.197)
H (2.327, -0.414, 1.259)
N (-2.323, -0.757, 0.077)
N (-1.879, 0.425, 0.078)
N (1.227, -0.360, -0.413)
N (1.865, -1.168, 0.460)
O (-0.101, -0.579, -0.481)

Properties
Total charge   0
Structure (SMILES)   N/N=c1/ccn(N)o1
Gap between HOMO and LUMO   7.68 eV
M   114.11 g mol⁻¹

Löwdin atomic charge list, values in e, 8 entries: -0.514, 0.043, -0.119, 0.150, 0.115, 0.100, 0.174, 0.050

***

Record 5
DFT (the ωB97M-V functional and the def2-TZVPD basis) results for an isolated molecule of C4H7NO2 at a distorted geometry.

Cartesian coordinates (Å):
C (1.250, -0.895, 0.227)
C (-1.090, 0.316, 0.037)
C (0.329, 0.252, 0.553)
C (-1.412, 0.034, -1.222)
O (-1.973, 1.009, 0.846)
O (-0.476, -0.432, -2.167)
N (0.595, 1.032, 1.565)
H (-1.404, 1.323, 1.586)
H (0.474, -0.383, -1.995)
H (1.590, 1.007, 1.819)
H (-2.365, 0.247, -1.690)
H (0.702, -1.756, -0.162)
H (1.974, -0.549, -0.515)
H (1.805, -1.205, 1.117)

Properties
Total charge   0
Structure (SMILES)   [H]/N=C(C)/C(O)=C\O
Gap between HOMO and LUMO   8.97 eV
M   101.10 g mol⁻¹

Löwdin atomic charge list, values in e, 8 entries: -0.046, -0.283, -0.316, -0.071, 0.010, -0.029, 0.119, 0.084